Entry 1:
This record from OMol25 describes a structure of composition C35H32Cu3FN5O11Pt. The level of theory is ωB97M-V/def2-TZVPD.

The geometry in XYZ format:
```
88
Properties=species:S:1:pos:R:3:forces:R:3
Cu 1.2954 -3.3466 4.1044 -0.9775 1.3774 -1.2507
Cu 1.0093 -0.8176 6.3364 -0.2940 0.2036 -1.5947
Cu -1.1838 -5.2583 1.9796 -0.0559 0.2986 -1.3655
Pt -1.4283 2.2888 -0.8824 1.1878 2.0486 -1.9777
C -0.0548 -1.4980 0.4435 0.3769 0.6662 -1.3969
C -0.3562 -0.1710 0.0905 -0.3741 0.4697 0.6133
C -0.2044 0.8909 1.2065 0.0164 0.1969 0.4507
O -0.2957 2.0971 0.9257 0.0867 -0.9002 0.5773
C 0.0678 0.4614 2.5514 -0.1425 0.4374 -0.9983
C 0.2675 -0.8371 2.8270 0.9407 0.4267 0.6439
C 0.1460 -1.8768 1.7374 -1.1798 -0.3694 0.2207
O 0.0194 -3.1097 2.0430 1.1091 -1.3711 1.9645
O 0.7132 -1.1478 4.0301 0.4984 -2.2659 1.4599
O -0.8793 0.1822 -0.9885 0.2010 -0.4514 0.6954
H -0.1385 -2.2130 -0.3652 -0.0804 -0.3067 0.2184
H 0.2769 1.2123 3.2941 -0.1414 0.0324 0.0525
C -0.0604 6.2964 -0.3029 -0.4785 -2.1248 -1.0015
C 1.0884 6.9935 -0.7442 1.6563 1.7636 0.9000
C 2.1580 6.2612 -1.5771 1.2894 1.6396 -1.8044
O 3.1311 6.8265 -2.1103 -1.2635 0.1965 1.4245
C 1.9702 4.9251 -1.9232 -1.5540 -3.9360 1.1037
C 0.8969 4.1466 -1.4412 -0.6306 4.3684 -0.7082
C -0.2962 5.0066 -0.7971 1.6666 0.8610 0.8623
O -1.4492 4.4539 -0.6847 -0.9419 -1.5457 0.0588
O 0.6156 2.9475 -1.7213 -0.4665 -2.0053 0.2986
O 1.3199 8.1580 -0.4202 -0.2453 -0.6618 -0.3746
H -0.7801 6.8419 0.2896 -0.2295 -0.0834 -0.1466
H 2.7714 4.4451 -2.4697 -0.0427 -0.0350 -0.1333
C 0.3737 3.8361 3.3729 0.3442 -0.0167 0.0548
C -0.9720 4.5596 3.2368 2.5093 -0.3920 1.0092
O -0.4871 5.8933 3.1506 -3.0874 -0.4589 -1.6164
C 0.7450 6.0244 3.6065 1.0485 0.9703 3.4063
O 1.2168 7.0487 3.9988 0.0119 -0.5338 -1.2520
O 1.2425 4.8099 3.9524 -0.0647 -0.1853 -1.0550
F -1.5858 4.3495 4.4525 -0.6702 0.5736 0.1993
H 0.7722 3.5298 2.4075 -0.0194 -0.2494 0.1217
H 0.3039 3.0616 4.1332 -0.0854 -0.3251 -0.3707
H -1.6485 4.1590 2.4867 0.1213 0.9395 -0.4920
N 3.3351 1.7318 -0.1256 -1.1429 0.6888 1.1540
C 4.1159 2.8411 0.0311 0.2108 0.5457 -1.1815
C 5.3453 2.4547 0.4818 -0.8048 -0.4081 0.4905
C 5.1877 1.0872 0.8084 -0.0031 -1.8727 1.0850
C 3.8932 0.6623 0.5188 0.9936 1.1249 -1.1604
H 2.3495 1.7333 -0.3110 -0.2115 0.5825 -0.4213
H 3.8086 3.8404 -0.2348 -0.2439 -0.2025 -0.2919
H 6.1803 3.1194 0.6173 0.1027 -0.1877 0.1274
H 5.8754 0.4282 1.3217 0.2999 0.2181 -0.1947
H 3.2700 -0.2185 0.5081 0.6698 -0.4477 0.3426
N 0.8494 -2.4375 -3.3729 -0.1447 -0.2514 0.2409
C 1.2007 -3.7513 -3.5629 1.1450 0.0549 -0.1238
C 0.0730 -4.5004 -3.7072 -0.2533 -0.1459 0.0506
C -1.0029 -3.6143 -3.5651 -1.1697 0.8310 0.4443
C -0.5086 -2.3461 -3.3497 -0.2489 -0.3045 -0.2690
H 1.4414 -1.6407 -3.2128 0.2944 -0.2245 -0.1400
H 2.2296 -4.0699 -3.6195 0.0162 0.1990 -0.0175
H -0.0339 -5.5453 -3.9485 0.3424 -0.0340 0.1068
H -2.0566 -3.8525 -3.5564 0.0408 -0.0405 -0.2669
H -0.9971 -1.3895 -3.2685 -0.0435 -0.0779 0.1445
N -3.1842 3.7538 -3.3191 -1.3759 -1.1087 0.0906
C -1.9583 3.2716 -3.6466 0.1272 0.6674 -0.2151
C -1.9438 1.9504 -3.2912 1.0787 -1.9052 0.4170
C -3.1927 1.5633 -2.7554 -1.0947 1.9686 -0.1415
C -3.9483 2.7313 -2.8200 -0.3481 -1.0753 0.5073
H -3.5950 4.6671 -3.4126 0.6126 0.2412 -0.1793
H -1.2099 3.8771 -4.1300 0.0518 0.0289 0.2313
H -1.2188 1.1535 -3.3783 0.6319 0.6982 -0.5782
H -3.5506 0.5833 -2.4901 0.1065 -0.0005 0.0392
H -4.9967 2.7578 -2.5675 0.0590 0.7643 -0.0187
N -3.4478 -3.6460 1.6090 0.7576 -0.0371 -1.3358
C -2.8209 -3.4488 0.3818 -0.3701 -0.1786 1.5596
C -2.7858 -4.6661 -0.2141 -0.0775 0.3313 -3.0628
C -3.5394 -5.6043 0.4796 -0.0224 -0.0627 2.8969
C -3.8607 -4.9746 1.6935 0.6542 0.7641 0.4368
H -3.5515 -2.8811 2.2535 -0.3100 -0.3473 0.3393
H -2.4346 -2.4923 0.0809 -0.0256 0.0121 -0.0216
H -2.4359 -4.8148 -1.2259 0.1746 0.0864 0.0674
H -3.8088 -6.6228 0.2555 0.2616 -0.0099 -0.1773
H -4.1485 -5.2969 2.6827 -0.7451 -0.3736 -0.3460
N 1.5760 -6.2642 0.9389 -0.6822 1.0020 -0.6266
C 1.1553 -7.4870 1.3450 -0.4421 0.1417 0.1888
C -0.0664 -7.7308 0.7206 0.5525 -0.8996 -0.8357
C -0.2724 -6.7120 -0.2694 0.6482 1.1301 2.3033
C 0.6710 -5.7311 0.0440 0.0477 -0.3435 -1.3193
H 2.4810 -5.8677 1.1238 -0.0577 0.0350 0.0808
H 1.8318 -7.9550 2.0435 -0.5980 -0.6759 0.0468
H -0.6797 -8.6186 0.7102 0.3042 -0.1831 0.4639
H -1.0130 -6.6620 -1.0468 -0.1387 0.0320 0.1675
H 0.8122 -4.7966 -0.4767 0.3316 -0.0021 0.1050
```
Positions in Å, forces in eV/Å.

Results
Electronic energy, eV: -206651.8259
Total charge: +1
Multiplicity: 3
Frontier orbital gap (spin up / spin down), eV: 1.4030 / 1.5325
Lowest unoccupied orbital energy (spin up / spin down), eV: -6.82 / -6.78

Entry 2:
This record from OMol25 describes a structure of composition C35H32IrN9O2S2. The level of theory is ωB97M-V/def2-TZVPD.

The geometry in XYZ format:
```
81
Properties=species:S:1:pos:R:3:forces:R:3
Ir -1.6546 -1.3892 -0.6439 0.3379 -0.0500 -0.8276
C -0.6716 -4.0471 -1.3240 -0.0063 -0.0488 -0.0078
N -2.0022 -3.4046 -1.1149 -0.3439 0.2252 0.0247
C -2.8147 -4.0093 -0.0105 0.0260 0.0840 0.0463
C -3.7154 -2.9369 0.5297 -0.0064 -0.0368 -0.0578
N -3.3712 -1.6663 0.4429 0.1442 0.0655 0.0972
C -4.4012 -0.9201 1.0023 0.0451 -0.0071 0.1116
C -4.5527 0.4546 1.1594 -0.0019 0.0285 0.0076
C -5.7042 0.8868 1.7809 0.0011 0.0010 0.0033
C -6.6804 -0.0170 2.2376 0.0026 -0.0022 -0.0017
C -6.5366 -1.3799 2.0878 0.0000 0.0035 -0.0038
C -5.3734 -1.8099 1.4579 0.0051 -0.0390 -0.0137
N -4.9042 -3.0820 1.1333 0.0043 0.0286 -0.0114
C 0.2371 -3.0297 -1.9425 -0.0159 -0.0216 -0.0544
N -0.0427 -1.7416 -1.8879 0.2542 -0.0307 0.5002
C 0.9722 -1.0751 -2.5718 -0.0220 0.0036 -0.0564
C 1.1395 0.2707 -2.8907 0.0238 -0.0012 0.0462
C 2.2546 0.6072 -3.6291 -0.0021 0.0018 -0.0034
C 3.1788 -0.3620 -4.0548 -0.0014 -0.0044 -0.0031
C 3.0078 -1.7001 -3.7684 -0.0016 0.0066 -0.0085
C 1.8821 -2.0318 -3.0233 -0.0178 0.0014 -0.0312
N 1.3791 -3.2613 -2.6039 -0.0742 -0.0145 -0.0927
H -0.7626 -4.9391 -1.9466 0.0204 0.0062 0.0015
H -0.2775 -4.3387 -0.3512 -0.0162 0.0075 0.0178
H -2.5221 -3.4508 -1.9902 -0.0297 -0.0929 0.0460
H -2.1220 -4.3104 0.7761 0.0039 -0.0257 -0.0160
H -3.3643 -4.8877 -0.3493 -0.0179 0.0198 -0.0069
H -3.7986 1.1508 0.8148 -0.0072 -0.0134 -0.0051
H -5.8653 1.9460 1.9269 -0.0080 -0.0022 -0.0021
H -7.5672 0.3698 2.7199 0.0003 -0.0013 0.0008
H -7.2887 -2.0719 2.4412 -0.0005 0.0050 0.0022
H -5.3696 -3.9550 1.3271 -0.0066 0.0021 -0.0003
H 0.4179 1.0162 -2.5900 -0.0002 0.0123 0.0205
H 2.4204 1.6409 -3.9004 0.0020 0.0007 -0.0013
H 4.0369 -0.0514 -4.6344 -0.0002 0.0004 -0.0009
H 3.7070 -2.4481 -4.1167 0.0055 0.0014 0.0066
H 1.7697 -4.1663 -2.8157 0.0240 -0.0054 0.0334
C 8.0674 5.7456 3.9652 -0.0005 -0.0033 -0.0010
O 7.5416 4.5886 3.2856 0.0019 0.0079 -0.0017
C 6.3178 4.1848 3.5302 0.0012 -0.0029 0.0037
C 5.9178 3.0203 2.8197 0.0065 0.0034 -0.0003
C 4.6744 2.5037 2.9995 -0.0068 -0.0023 0.0011
C 3.7842 3.1435 3.8950 0.0246 -0.0043 0.0228
C 4.1819 4.2917 4.6025 -0.0155 -0.0104 -0.0038
C 5.4351 4.8172 4.4246 0.0045 0.0016 -0.0005
N 2.5198 2.6963 4.1647 -0.1990 0.0500 0.0769
N 2.0197 1.7061 3.6931 0.3412 -0.0850 -0.1983
C 1.4363 0.7796 2.9832 -0.1624 0.0309 0.1169
C 1.4823 -0.5762 3.4014 -0.0010 0.0139 -0.0001
C 0.8198 -1.5569 2.7054 0.0150 0.0057 -0.0103
C 0.0539 -1.2573 1.5723 -0.1248 0.0265 0.0254
O -0.5916 -2.1828 0.9035 0.1126 0.1802 0.0269
C -0.0432 0.1117 1.1558 0.0566 -0.0542 -0.0144
N -0.8501 0.3821 0.0810 -0.1452 -0.1567 0.1796
C -0.9469 1.6225 -0.3623 -0.1498 0.0556 0.0590
C -0.2610 2.6851 0.2310 -0.0072 -0.0038 0.0203
C 0.5314 2.4443 1.3261 0.0015 -0.0251 -0.0198
C 0.6539 1.1360 1.8133 -0.0013 0.0381 0.0200
H 9.0769 5.8633 3.5896 0.0013 -0.0016 0.0008
H 8.0876 5.5722 5.0402 -0.0016 0.0002 0.0010
H 7.4743 6.6264 3.7231 0.0006 0.0003 -0.0015
H 6.6385 2.5638 2.1557 -0.0033 -0.0006 -0.0023
H 4.3728 1.6045 2.4764 0.0005 0.0029 -0.0005
H 3.4800 4.7442 5.2907 0.0037 0.0038 0.0000
H 5.7367 5.6961 4.9731 -0.0016 0.0005 -0.0008
H 2.0494 -0.8193 4.2894 0.0023 -0.0065 -0.0054
H 0.8691 -2.5857 3.0360 0.0113 -0.0006 -0.0016
H -1.6073 1.7894 -1.2040 0.0408 -0.0171 -0.0101
H -0.3791 3.6806 -0.1717 -0.0009 0.0000 0.0070
H 1.0535 3.2599 1.8108 -0.0038 0.0007 0.0047
S -2.9586 -0.2706 -2.2624 -0.1519 -0.1050 -0.0276
C -2.9071 -0.9266 -3.8227 0.1469 -0.0244 0.0352
N -3.6683 -0.4768 -4.7953 -0.0569 0.0037 -0.0158
C -3.4253 -1.0025 -6.1441 -0.0056 0.0029 -0.0116
C -2.7806 -2.3674 -5.9335 -0.0107 0.0363 0.0246
S -1.8625 -2.2059 -4.3624 -0.0418 -0.0710 -0.0699
H -4.3041 0.2943 -4.6372 -0.0086 -0.0097 0.0077
H -2.7656 -0.3211 -6.6833 0.0092 0.0033 0.0083
H -4.3670 -1.0852 -6.6818 0.0012 0.0114 -0.0065
H -2.0818 -2.6180 -6.7267 0.0012 -0.0038 0.0021
H -3.5164 -3.1612 -5.8284 -0.0048 0.0006 -0.0002
```
Positions in Å, forces in eV/Å.

Results
Electronic energy, eV: -78809.3855
Total charge: +3
Energy above the lowest of the compared OMol25 structures with the same formula, charge and spin, kJ/mol: 0.0
Multiplicity: 2
Frontier orbital gap (spin up / spin down), eV: 6.5461 / 6.8276
Lowest unoccupied orbital energy (spin up / spin down), eV: -7.68 / -8.30